Record 1
Here is C3HCdFO3 as an isolated structure in a non-equilibrium geometry from the Open Molecules 2025 dataset. Energies are from ωB97M-V with the def2-TZVPD basis set.

CARTESIAN COORDINATES (ANGSTROEM)
1 O -1.0451 1.0653 0.8144
2 C -1.5929 0.6225 -0.3234
3 C 0.2204 0.4895 0.9183
4 O -2.6553 0.9760 -0.7661
5 O -0.7186 -0.1806 -0.9389
6 C 0.4210 -0.3684 -0.1157
7 H 0.6620 0.5062 1.9113
8 Cd 2.3561 -0.6129 -0.8452
9 F 2.3524 -2.4976 -0.6547

Its total energy is -608.139522 a.u. As for the lowest unoccupied orbital energy: -2.44 eV. The HOMO energy is -0.3480 hartree. The value obtained for the energy above the lowest of the compared OMol25 structures with the same formula, charge and spin is 26.3 kcal per mole. Its spin multiplicity is 1. As for the net charge: 0.


Record 2
Here is C3HCl3NP in the gas phase in a non-equilibrium geometry from the Open Molecules 2025 dataset. Energies are from ωB97M-V with the def2-TZVPD basis set.

CARTESIAN COORDINATES (ANGSTROEM)
1 C -0.3181 -0.3755 -0.8231
2 C -0.6654 0.8336 -0.2515
3 C 0.4366 -1.1603 0.1641
4 N 0.7177 -0.5563 1.2759
5 P -0.2091 0.8730 1.4970
6 Cl -0.7270 -0.9155 -2.3865
7 Cl -1.5938 2.0622 -0.9720
8 Cl 1.3326 -2.5338 -0.1752
9 H 1.0265 1.7726 1.6714

Its total energy is -1891.570526 a.u. As for the lowest unoccupied orbital energy: -0.63 eV. Its SMILES is Clc1n[pH]c(Cl)c1Cl. The HOMO energy is -0.3550 hartree. The value obtained for the energy above the lowest of the compared OMol25 structures with the same formula, charge and spin is 0.0 kcal per mole. Its spin multiplicity is 1. As for the net charge: 0.


Record 3
Here is a 2-piece molecular cluster, C3HCl3O overall in a non-equilibrium geometry from the Open Molecules 2025 dataset. Energies are from ωB97M-V with the def2-TZVPD basis set.

CARTESIAN COORDINATES (ANGSTROEM)
1 C 1.3425 -1.3093 0.8624
2 C -1.1103 -0.1828 -0.3652
3 C -0.0049 0.5252 -0.5092
4 O 1.9154 -0.4388 1.3349
5 Cl -2.4756 0.3207 0.7121
6 Cl 0.3153 1.9521 0.4887
7 Cl 1.1716 0.2537 -1.6427
8 H -1.1540 -1.1208 -0.8811

Its total energy is -1570.682402 a.u. As for the lowest unoccupied orbital energy: 0.59 eV. The HOMO energy is -0.3610 hartree. The value obtained for the energy above the lowest of the compared OMol25 structures with the same formula, charge and spin is 23.0 kcal per mole. Its spin multiplicity is 1. As for the net charge: 0.


Record 4
Here is C3HCl5 in the gas phase in a non-equilibrium geometry from the Open Molecules 2025 dataset. Energies are from ωB97M-V with the def2-TZVPD basis set.

CARTESIAN COORDINATES (ANGSTROEM)
1 C -0.2768 0.8834 0.8869
2 C -0.0935 -0.5206 0.5150
3 C 0.3383 -0.6261 -1.0116
4 Cl -1.5159 1.5815 0.0901
5 Cl 1.3535 -1.0540 1.5222
6 Cl -1.4776 -1.5178 0.8192
7 Cl -0.8870 -0.2057 -2.0235
8 Cl 1.8938 0.0497 -1.4301
9 H 0.6652 1.4095 0.6319

Its total energy is -2415.738108 a.u. As for the lowest unoccupied orbital energy (alpha / beta): -1.20 / -1.19 eV. The HOMO energy (alpha / beta) is -0.3361 / -0.3424 hartree. The value obtained for the energy above the lowest of the compared OMol25 structures with the same formula, charge and spin is 58.1 kcal per mole. Its spin multiplicity is 1. As for the net charge: 0.


Record 5
Here is C3HClFN in the gas phase in a non-equilibrium geometry from the Open Molecules 2025 dataset. Energies are from ωB97M-V with the def2-TZVPD basis set.

CARTESIAN COORDINATES (ANGSTROEM)
1 C -0.4897 -0.7238 0.3886
2 C 0.0780 -0.0043 -0.4774
3 C 0.9206 1.0887 -0.2993
4 H 0.0038 -0.3647 -1.5896
5 N 1.2708 2.2346 -0.2225
6 F -1.4873 -1.4051 0.0012
7 Cl -0.2961 -0.8254 2.1990

Its total energy is -729.654549 a.u. As for the lowest unoccupied orbital energy: 0.14 eV. Its SMILES is N#C/C=C(/F)Cl. The HOMO energy is -0.3832 hartree. The value obtained for the energy above the lowest of the compared OMol25 structures with the same formula, charge and spin is 25.3 kcal per mole. Its spin multiplicity is 1. As for the net charge: 0.


Record 6
Here is C3HCrO3 as an isolated structure in a non-equilibrium geometry from the Open Molecules 2025 dataset. Energies are from ωB97M-V with the def2-TZVPD basis set.

CARTESIAN COORDINATES (ANGSTROEM)
1 C -1.9394 -0.5964 0.2011
2 C -0.8069 -1.0304 0.2450
3 O 0.5072 -1.0636 0.0982
4 C 1.1793 0.1445 -0.0332
5 O 2.3780 -0.1240 -0.3129
6 Cr 3.7145 1.0344 -0.1137
7 O -2.7776 0.3904 0.0287
8 H -2.2551 1.2452 -0.1132

Its total energy is -1384.558631 a.u. As for the lowest unoccupied orbital energy (alpha / beta): -7.38 / -6.15 eV. The HOMO energy (alpha / beta) is -0.4560 / -0.4569 hartree. The value obtained for the energy above the lowest of the compared OMol25 structures with the same formula, charge and spin is 109.6 kcal per mole. Its spin multiplicity is 5. As for the net charge: +1.


Record 7
Here is C3HF2IN2 in the gas phase in a non-equilibrium geometry from the Open Molecules 2025 dataset. Energies are from ωB97M-V with the def2-TZVPD basis set.

CARTESIAN COORDINATES (ANGSTROEM)
1 C -0.3605 -0.5631 -0.8423
2 C 0.0439 -1.1578 0.3261
3 C 0.0126 1.0321 -0.2593
4 N 0.6408 -0.4104 1.2575
5 N 0.6041 0.8087 0.8772
6 F -0.0365 -2.4808 0.6042
7 F -0.1797 2.1329 -0.9205
8 I -1.5216 -0.9795 -2.4897
9 H 0.7968 1.6180 1.4467

Its total energy is -721.752254 a.u. As for the lowest unoccupied orbital energy: 0.33 eV. Its SMILES is Fc1n[nH]c(F)c1I. The HOMO energy is -0.3181 hartree. Its spin multiplicity is 1. As for the net charge: 0.


Record 8
Here is C3HF2NO in the gas phase in a non-equilibrium geometry from the Open Molecules 2025 dataset. Energies are from ωB97M-V with the def2-TZVPD basis set.

CARTESIAN COORDINATES (ANGSTROEM)
1 C -0.1570 0.6169 0.1479
2 C -1.0240 -0.4350 0.0901
3 C 1.0897 0.1184 -0.0652
4 H -2.2341 -0.2059 -0.1121
5 N -0.3793 -1.5338 -0.0242
6 O 0.9832 -1.1590 -0.0206
7 F -0.6418 1.9165 -0.0540
8 F 2.3632 0.6819 0.0380

Its total energy is -444.524025 a.u. As for the lowest unoccupied orbital energy: 0.46 eV. Its SMILES is Fc1cnoc1F. The HOMO energy is -0.3793 hartree. The value obtained for the energy above the lowest of the compared OMol25 structures with the same formula, charge and spin is 52.7 kcal per mole. Its spin multiplicity is 1. As for the net charge: 0.


Record 9
Here is C3HF3O in the gas phase in a non-equilibrium geometry from the Open Molecules 2025 dataset. Energies are from ωB97M-V with the def2-TZVPD basis set.

CARTESIAN COORDINATES (ANGSTROEM)
1 C -1.6354 0.1055 0.0039
2 C -0.3556 0.0708 -0.0718
3 C 1.0749 -0.2242 -0.0041
4 O -1.1489 1.3935 0.0017
5 F 1.6151 0.0929 1.1817
6 F 1.2763 -1.5387 -0.1820
7 F 1.7841 0.4150 -0.9370
8 H -2.6104 -0.3147 0.0076

Its total energy is -489.611032 a.u. As for the lowest unoccupied orbital energy: 0.53 eV. Its SMILES is FC(F)(F)C1=CO1. The HOMO energy is -0.3345 hartree. The value obtained for the energy above the lowest of the compared OMol25 structures with the same formula, charge and spin is 79.2 kcal per mole. Its spin multiplicity is 1. As for the net charge: 0.


Record 10
Here is C3HF3S2 in the gas phase in a non-equilibrium geometry from the Open Molecules 2025 dataset. Energies are from ωB97M-V with the def2-TZVPD basis set.

CARTESIAN COORDINATES (ANGSTROEM)
1 C -0.9441 0.8718 0.0071
2 C -0.0823 -0.1067 0.0561
3 C 1.3575 -0.3478 0.0068
4 F 2.0762 0.7388 -0.3876
5 F 1.8492 -0.6970 1.2043
6 F 1.6811 -1.3278 -0.8479
7 S -2.6632 0.4400 0.0873
8 S -2.5191 -1.5139 -0.0906
9 H -0.7553 1.9426 -0.0356

Its total energy is -1210.777128 a.u. As for the lowest unoccupied orbital energy (alpha / beta): -2.43 / -1.57 eV. The HOMO energy (alpha / beta) is -0.3480 / -0.3357 hartree. The value obtained for the energy above the lowest of the compared OMol25 structures with the same formula, charge and spin is 50.0 kcal per mole. Its spin multiplicity is 1. As for the net charge: 0.